(P)
Formula: C9H14
Source: the OMol25 dataset
Level of theory: ωB97M-V/def2-TZVPD

Each line ends with the Löwdin spin population.
Element x y z (Å)
C  0.78140  1.81999  0.82732  -0.007
C  0.66239  0.04675  -3.11956  0.018
C  -0.41466  0.80115  -2.70276  0.264
C  1.82428  -0.03769  -2.38230  0.205
C  -0.45088  1.32208  -1.35629  0.236
C  1.84274  0.60983  -1.07530  0.238
C  0.71447  1.22708  -0.58065  0.015
H  0.56223  -0.36029  -4.12805  -0.003
H  -1.09302  1.10806  -3.48578  0.010
H  2.61670  -0.67937  -2.74236  0.007
H  -1.40614  1.68842  -1.01403  0.010
H  2.76182  0.56285  -0.53581  0.010
H  1.11447  2.88413  0.79220  -0.003
H  1.74959  1.45611  1.15102  0.000
H  -0.08961  1.56192  1.42440  -0.001
C  -0.77476  -2.08367  2.67511  0.000
C  -2.04117  -1.43905  2.03892  0.000
H  -0.95985  -2.30951  3.72759  0.000
H  -0.44411  -2.98040  2.15226  0.000
H  -0.02616  -1.28554  2.63158  0.000
H  -2.88556  -2.13265  2.06537  0.000
H  -1.79322  -1.22717  0.98997  0.000
H  -2.25095  -0.55304  2.64711  0.000

2S+1: 2
Charge: +1

---

(Q)
Formula: C9H14
Source: the OMol25 dataset
Level of theory: ωB97M-V/def2-TZVPD

Each line ends with the Löwdin spin population.
Element x y z (Å)
C  2.49646  -0.92974  -0.52699  0.058
C  0.14762  1.35168  1.30469  0.100
C  -0.71150  0.39705  1.96090  0.304
C  1.16502  0.92536  0.51107  0.053
C  1.40075  -0.44890  0.31513  0.260
C  -0.47730  -0.98397  1.80970  0.031
C  0.53818  -1.38483  0.99698  0.139
H  0.01794  2.36977  1.65028  0.003
H  -1.57922  0.68542  2.54211  0.012
H  1.76261  1.64423  -0.02715  -0.001
H  -1.05081  -1.74141  2.32480  -0.002
H  3.26924  -1.48730  0.01363  0.020
H  3.08556  -0.10443  -0.93244  0.000
H  0.86788  -2.41842  0.98551  0.003
H  2.09861  -1.56086  -1.32564  0.020
C  -2.26241  -0.04110  -2.01068  0.001
C  -1.62916  1.05228  -2.86542  0.000
H  -2.64459  -0.78543  -2.71203  0.000
H  -1.50258  -0.54538  -1.40634  0.000
H  -3.08617  0.28640  -1.38011  0.000
H  -1.11149  0.65090  -3.71249  0.000
H  -0.87199  1.67233  -2.36569  0.000
H  -2.36673  1.79201  -3.15815  0.000

2S+1: 2
Charge: +1

---

(R)
Formula: C9H14
Source: the OMol25 dataset
Level of theory: ωB97M-V/def2-TZVPD

Each line ends with the Löwdin spin population.
Element x y z (Å)
C  -1.01428  -0.00574  2.47266  0.002
C  0.52741  -0.18252  2.44174  0.002
H  -1.61793  -0.61973  1.81523  0.001
H  -1.33859  -0.11574  3.50670  0.000
H  -1.34297  0.99974  2.17785  0.000
H  0.72169  -1.23280  2.19635  0.000
H  0.97817  -0.21524  3.43371  0.000
H  0.89911  0.60857  1.80015  0.000
C  1.55068  -1.55341  -0.81754  0.063
C  -1.64943  0.43509  -1.11786  0.013
C  -1.21324  1.59822  -1.68234  0.248
C  -0.75581  -0.62657  -0.95838  0.217
C  0.65334  -0.51858  -1.24920  0.250
C  0.15963  1.70557  -2.09753  0.120
C  1.04351  0.68598  -1.87676  0.027
H  -2.70389  0.22679  -0.99384  -0.003
H  -1.87660  2.41900  -1.91643  0.010
H  -1.12356  -1.50742  -0.44408  0.006
H  0.50856  2.64375  -2.49882  0.004
H  1.93728  -1.30540  0.18574  0.031
H  2.48284  -1.70959  -1.37200  0.008
H  2.06010  0.82288  -2.22387  -0.002
H  1.11397  -2.55286  -0.78148  0.005

2S+1: 2
Charge: +1

---

Which structure loses on stability? (P) does.

---

(P)
Formula: FHNOS
Source: the OMol25 dataset
Level of theory: ωB97M-V/def2-TZVPD

Each line ends with the natural charge from an NBO analysis.
Element x y z (Å)
N  0.96382  -0.28161  0.24155  0.461
O  1.44124  0.76844  0.02886  -0.276
F  0.67018  -0.96060  -1.31387  -0.559
S  -1.41788  -0.00963  1.17782  -0.740
H  -1.65735  0.48340  -0.13435  0.113

Charge: -1

---

(Q)
Formula: FHNOS
Source: the OMol25 dataset
Level of theory: ωB97M-V/def2-TZVPD

Each line ends with the natural charge from an NBO analysis.
Element x y z (Å)
N  0.16089  0.45591  0.53197  0.044
O  0.11165  0.07355  1.86165  -0.533
F  -1.41125  0.54704  -0.51388  -0.677
S  0.93973  -0.81269  -0.44268  -0.007
H  0.19898  -0.26381  -1.43706  0.172

Charge: -1

---

Which structure loses on stability? (Q) does.